{"formula": "C29H68Hg2N9O12", "method": "ωB97M-V with the def2-TZVPD basis set", "symbols": ["Hg", "Hg", "O", "H", "O", "C", "C", "O", "H", "H", "H", "H", "C", "O", "N", "C", "C", "H", "H", "H", "H", "H", "H", "H", "C", "O", "N", "C", "C", "H", "H", "H", "H", "H", "H", "H", "C", "O", "N", "C", "C", "H", "H", "H", "H", "H", "H", "H", "C", "O", "N", "C", "C", "H", "H", "H", "H", "H", "H", "H", "C", "O", "N", "C", "C", "H", "H", "H", "H", "H", "H", "H", "C", "O", "N", "C", "C", "H", "H", "H", "H", "H", "H", "H", "C", "O", "N", "C", "C", "H", "H", "H", "H", "H", "H", "H", "C", "O", "N", "C", "C", "H", "H", "H", "H", "H", "H", "H", "C", "O", "N", "C", "C", "H", "H", "H", "H", "H", "H", "H"], "positions_angstrom": [[21.61663, 2.81164, -0.69968], [18.57882, 4.70648, -0.76082], [19.44887, 2.68614, -1.12413], [18.68794, 2.15249, -0.82288], [20.98853, 5.09909, -0.36696], [21.10918, 6.52440, -0.30689], [19.86565, 7.40873, 0.01706], [18.53846, 7.07138, -0.37969], [21.44748, 6.87316, -1.28260], [21.82386, 6.82529, 0.45914], [20.02381, 8.41694, -0.36581], [19.86175, 7.63018, 1.08432], [17.75486, 6.36607, -3.55329], [18.18833, 5.32997, -3.00259], [17.61178, 6.50055, -4.87405], [17.33365, 7.84869, -5.40694], [17.84115, 5.48605, -5.87468], [17.57582, 7.34373, -3.07964], [18.14865, 8.11526, -6.07987], [17.23538, 8.69313, -4.72477], [16.39007, 7.95279, -5.94260], [18.15083, 4.49871, -5.53212], [16.88582, 5.35457, -6.38277], [18.54729, 5.87852, -6.60642], [24.12363, 4.44429, 0.45190], [23.81517, 3.44615, -0.29311], [25.35108, 4.91796, 0.67230], [25.64781, 6.04298, 1.57566], [26.51365, 4.42640, 0.02082], [23.39971, 4.97083, 1.09290], [26.47264, 6.69287, 1.28343], [25.84923, 5.63665, 2.56684], [24.76161, 6.67078, 1.66850], [27.18349, 4.20054, 0.85051], [26.35995, 3.46378, -0.46685], [27.02017, 5.16660, -0.59858], [18.18063, 13.04327, -0.39035], [18.17968, 14.26419, -0.42047], [18.72178, 12.29713, 0.60455], [18.44556, 10.88182, 0.78449], [19.48996, 12.90972, 1.65924], [17.80098, 12.31656, -1.12518], [17.58713, 10.84526, 1.45520], [19.29809, 10.28504, 1.10874], [18.06368, 10.45985, -0.14514], [19.68253, 13.94684, 1.38467], [18.95141, 12.86777, 2.60597], [20.43357, 12.39758, 1.84744], [21.78342, 4.16019, -3.73410], [22.18638, 3.46305, -2.79663], [22.10970, 3.79198, -4.96276], [21.78434, 4.60778, -6.14468], [22.85060, 2.62929, -5.32933], [21.20398, 5.08221, -3.57195], [21.29405, 3.99536, -6.90143], [22.59902, 5.15890, -6.61443], [21.10486, 5.41297, -5.86528], [22.12483, 2.07322, -5.92274], [23.72790, 2.85368, -5.93604], [23.00773, 1.99404, -4.45762], [17.13771, 8.49484, 2.94793], [16.02670, 8.86060, 2.57273], [17.79825, 9.18992, 3.89238], [17.12748, 10.29404, 4.52504], [19.28994, 9.09737, 3.90267], [17.71542, 7.69032, 2.46709], [17.01936, 11.12092, 3.82313], [17.75734, 10.68003, 5.32654], [16.10134, 10.18724, 4.87677], [19.68108, 8.08636, 3.78886], [19.77322, 9.79836, 3.22211], [19.50870, 9.36447, 4.93654], [24.94527, 10.00323, 3.38603], [25.53208, 8.92963, 3.26463], [23.85589, 10.33053, 2.66546], [23.22642, 9.53824, 1.67072], [23.19746, 11.56019, 3.09332], [25.43126, 10.87010, 3.85991], [22.26131, 9.21313, 2.05923], [23.77747, 8.61935, 1.47049], [23.06241, 10.01807, 0.70585], [23.18876, 11.66330, 4.17840], [23.62605, 12.43691, 2.60777], [22.17772, 11.51845, 2.71058], [21.69027, 10.73806, -2.48832], [22.89380, 10.51890, -2.51145], [20.70763, 9.95502, -2.97235], [19.30458, 10.36853, -2.93537], [20.83839, 8.62634, -3.51627], [21.20003, 11.64623, -2.10475], [18.95244, 10.59080, -3.94269], [19.14085, 11.35055, -2.49160], [18.71267, 9.62918, -2.39584], [21.82962, 8.17338, -3.49703], [20.19596, 7.95936, -2.94136], [20.46947, 8.66299, -4.54128], [17.49762, 4.07911, 2.32637], [18.10664, 3.83607, 1.29694], [18.14514, 4.70142, 3.36454], [17.41057, 4.95063, 4.60094], [19.53941, 5.23277, 3.29950], [16.41207, 4.02616, 2.50242], [16.42554, 4.49594, 4.49574], [17.47733, 5.99780, 4.89603], [17.99959, 4.40966, 5.34156], [20.09904, 5.07199, 2.37805], [19.61212, 6.30493, 3.48189], [20.15231, 4.62564, 3.96574], [26.99364, 7.53639, -2.72882], [27.97430, 7.29499, -3.42721], [25.84682, 6.87423, -2.83210], [24.60243, 7.34575, -2.14028], [25.61292, 5.75358, -3.75971], [26.84901, 8.35541, -2.00736], [23.75084, 7.47379, -2.80848], [24.66736, 8.31227, -1.64054], [24.26314, 6.57911, -1.44368], [24.85750, 6.19081, -4.41261], [26.52659, 5.48367, -4.28929], [25.11561, 4.91766, -3.26773]], "forces_ev_per_a": [[-0.150, 1.189, 0.015], [1.118, 0.079, -0.414], [-0.174, 0.113, -0.005], [1.123, -0.328, 0.126], [-1.515, 1.745, 0.454], [-0.360, -1.678, -0.460], [-1.163, -0.347, -0.778], [2.169, -0.114, 0.707], [0.312, 0.203, -0.127], [0.351, 0.109, 0.019], [0.153, 0.392, -0.316], [-0.537, -0.264, 0.628], [0.832, 0.004, -1.088], [-0.527, 0.376, 0.172], [-0.141, 1.129, 1.380], [-0.106, 0.399, -0.711], [-0.581, -0.226, -0.722], [-0.132, -0.525, 0.601], [-0.068, -0.034, -0.161], [0.427, -0.621, 0.870], [0.011, -0.763, -0.314], [0.094, 0.414, 0.530], [0.051, -0.149, -0.256], [0.098, -0.120, 0.008], [0.438, -0.256, 0.535], [-0.071, 1.002, 0.871], [-1.303, 0.327, -1.087], [-1.312, -0.066, 0.780], [1.401, -1.360, 0.381], [-0.250, -0.257, -0.466], [-0.044, -0.435, -0.451], [0.222, 0.102, 0.006], [0.054, 0.022, 0.032], [0.486, -0.035, -0.127], [-0.257, 0.356, -0.311], [-0.343, -0.024, -0.211], [0.308, 0.586, 0.574], [-0.068, -1.432, -0.455], [1.342, -0.534, 0.403], [-1.236, 0.762, -0.647], [-0.187, 0.476, 0.318], [-0.589, 0.613, -0.559], [0.232, -0.687, 0.488], [0.092, 0.298, 0.166], [0.099, -0.040, -0.200], [-0.034, -0.082, 0.159], [-0.194, 0.217, 0.122], [0.095, -0.140, -0.378], [0.796, -0.803, -0.232], [-0.071, -0.191, 0.725], [-0.296, 2.585, -1.449], [-0.836, 0.693, 0.414], [-0.821, -1.502, 0.358], [0.001, -0.213, -0.320], [0.057, -0.058, 0.068], [0.585, -0.560, 0.246], [-0.295, -0.150, 0.192], [0.374, -0.356, -0.476], [0.049, 0.019, 0.342], [0.584, 0.311, -0.101], [-1.396, 1.844, -0.691], [0.644, -1.254, 0.079], [1.308, -1.660, -0.389], [0.378, 1.674, -0.023], [-1.320, 0.537, 1.617], [-0.026, -0.238, 0.098], [0.140, 0.195, -0.283], [-0.098, -0.210, 0.137], [0.247, -1.015, 0.021], [-0.383, 0.145, -0.305], [-0.047, 0.011, -0.055], [0.667, 0.160, -0.129], [1.756, -1.478, -1.921], [-0.555, 0.505, 0.474], [-0.020, 1.471, 1.041], [-0.377, -1.255, -0.063], [-0.496, 0.128, -0.888], [-0.453, -0.181, 0.653], [-0.449, -0.096, -0.096], [0.308, 0.201, 0.180], [0.173, 0.478, 0.095], [0.006, 0.048, -0.157], [0.219, 0.111, 0.205], [-0.150, -0.006, 0.348], [0.839, 0.281, -0.190], [-1.184, -0.148, 0.238], [-0.881, -0.545, 0.243], [0.491, 0.896, -0.223], [0.082, -0.160, -0.236], [0.575, 0.333, 0.247], [-0.245, -0.748, -0.257], [0.514, -0.142, 0.545], [-0.227, -0.030, -0.212], [0.149, 0.656, 0.025], [-0.249, -0.205, 0.012], [0.072, -0.314, -0.179], [1.348, 2.823, 2.447], [-0.098, -0.893, -1.385], [-0.566, 0.201, -1.736], [1.376, -0.715, 0.127], [0.007, -1.316, -0.220], [0.206, -0.671, -0.245], [-0.034, 0.513, 0.357], [-0.608, 0.074, -0.267], [-0.469, -0.105, 0.504], [-0.892, -0.207, -0.661], [-0.418, -0.324, 0.490], [-0.088, 0.474, 0.682], [1.220, 0.304, -1.417], [-0.681, 0.363, 1.259], [-2.843, -0.856, 0.898], [0.599, -0.616, -0.283], [-0.376, 1.359, 0.206], [0.750, 0.207, 0.045], [0.288, -0.043, -0.631], [0.601, -0.114, 0.016], [0.125, -0.060, 0.333], [0.075, -0.446, -0.786], [-0.183, 0.057, 0.157], [0.355, -0.170, 0.284]], "lowdin_spin": [0.0000, -0.0007, 0.0002, 0.0000, 0.0207, 0.0117, 0.0929, 0.7810, 0.0080, -0.0007, 0.0259, 0.0555, 0.0017, -0.0018, 0.0001, 0.0000, 0.0000, 0.0014, 0.0000, 0.0000, 0.0000, 0.0000, 0.0000, 0.0000, -0.0001, -0.0001, 0.0000, 0.0000, 0.0000, -0.0001, 0.0000, 0.0000, 0.0000, 0.0000, 0.0000, 0.0000, 0.0000, 0.0000, 0.0000, 0.0000, 0.0000, 0.0000, 0.0000, 0.0001, -0.0001, 0.0000, 0.0000, 0.0000, 0.0000, 0.0000, 0.0000, 0.0000, 0.0000, 0.0000, 0.0000, 0.0000, 0.0000, 0.0000, 0.0000, 0.0000, 0.0000, -0.0001, 0.0000, 0.0000, 0.0012, 0.0003, 0.0000, 0.0000, 0.0000, 0.0006, 0.0001, 0.0001, 0.0000, 0.0000, 0.0001, 0.0000, 0.0000, 0.0000, 0.0000, 0.0000, 0.0000, 0.0000, 0.0000, 0.0000, 0.0001, 0.0004, 0.0020, 0.0000, 0.0004, 0.0000, 0.0000, 0.0000, 0.0000, 0.0000, 0.0002, 0.0001, -0.0002, -0.0017, -0.0003, 0.0000, 0.0003, 0.0000, 0.0000, 0.0000, 0.0000, 0.0002, 0.0003, 0.0000, 0.0000, 0.0000, 0.0000, 0.0002, 0.0000, 0.0000, 0.0001, 0.0000, 0.0001, 0.0000, 0.0000, 0.0000], "charge": 2, "multiplicity": 2, "homo_lumo_gap_ev": [6.39, 4.76]}